Entry 1:
The following is a quantum chemistry calculation of a molecular structure, C27H37CsN4O3 in a non-equilibrium geometry, from the OMol25 dataset.

Properties
**E_tot**: -41249.8646 eV
**ΔE to the lowest compared entry with this formula, charge and spin**: 20.9 kcal/mol
**Kohn-Sham gap**: 6.78 eV
**Charge**: 0

Each line ends with the Löwdin charge.
Geometry (Å):
Cs1 -0.94788 -0.28161 -1.01161  1.057
C1 -2.85628 1.44052 3.22763  -0.021
C2 -1.47929 1.06498 2.75039  -0.249
C3 -0.98306 -0.23253 2.97471  -0.044
C4 0.32109 -0.54140 2.64094  -0.106
C5 1.20363 0.38998 2.11981  -0.115
C6 0.66133 1.64685 1.74742  -0.111
C7 -0.64475 1.94867 2.06623  -0.074
H1 -3.40391 0.64045 3.66482  0.066
H2 -3.52915 1.86251 2.42720  0.094
H3 -2.70176 2.20625 3.95945  0.076
H4 -1.54150 -0.96695 3.52075  0.108
H5 0.70687 -1.46519 2.98926  0.096
H6 2.24965 0.20073 1.88903  0.070
H7 1.37557 2.31137 1.18833  0.121
H8 -0.98061 2.96070 1.84536  0.123
C8 -4.72623 -1.87782 2.00862  -0.022
C9 -4.13152 -1.00201 0.90542  -0.431
O1 -3.22176 -1.42693 0.25246  -0.102
C10 -4.77813 0.30392 0.73419  -0.143
C11 -6.13981 0.27124 0.91739  -0.072
C12 -7.03677 1.21775 0.44091  -0.104
C13 -6.47437 2.37649 -0.08267  -0.102
C14 -5.09830 2.46855 -0.16926  -0.042
C15 -4.17057 1.41681 0.05828  -0.427
O2 -2.98339 1.53679 -0.41212  -0.294
H9 -5.43481 -1.34858 2.71055  0.097
H10 -3.92585 -2.36076 2.53034  0.071
H11 -5.28371 -2.62781 1.48573  0.080
H12 -6.46018 -0.67297 1.34437  0.090
H13 -8.12941 1.11617 0.45604  0.096
H14 -7.02225 3.24712 -0.39470  0.094
H15 -4.63529 3.38222 -0.53771  0.104
N1 -2.21275 2.32399 -3.33380  0.001
C16 -2.85020 1.21093 -3.97867  -0.304
C17 -1.89317 0.65333 -5.07702  -0.259
N2 -0.58026 0.15729 -4.59220  -0.024
H16 -2.54385 2.41545 -2.36450  0.037
H17 -2.54376 3.14453 -3.86221  0.084
H18 -3.68121 1.51185 -4.54574  0.088
H19 -3.09197 0.42647 -3.29044  0.084
H20 -1.72903 1.53762 -5.62416  0.075
H21 -2.42564 -0.05514 -5.72232  0.113
H22 0.04860 0.88759 -4.20262  0.069
H23 -0.05431 -0.30936 -5.29998  0.034
C18 4.68219 -0.28523 3.37222  -0.069
C19 5.39797 -1.29847 2.43811  -0.210
N3 5.01209 -1.14005 1.05627  -0.073
C20 5.81186 -0.14625 0.34468  -0.192
C21 6.97196 -0.84422 -0.37123  -0.066
C22 4.21781 -2.09707 0.52694  -0.433
O3 3.82646 -3.03718 1.21865  0.071
C23 3.68764 -1.87234 -0.81332  -0.131
C24 3.90152 -2.81598 -1.79347  -0.007
C25 3.35759 -2.64583 -3.05842  -0.009
C26 2.41537 -1.57219 -3.24667  -0.129
N4 2.20882 -0.70035 -2.30129  0.029
C27 2.82829 -0.83149 -1.13150  -0.101
H24 5.44135 0.25416 4.07239  0.099
H25 3.88039 -0.68759 3.99386  0.066
H26 4.26059 0.57898 2.82918  0.058
H27 5.25195 -2.34969 2.75136  0.123
H28 6.48801 -1.18747 2.55814  0.116
H29 6.25112 0.51721 1.08144  0.119
H30 5.23846 0.38607 -0.38951  0.106
H31 7.33688 -1.58002 0.35266  0.077
H32 7.77538 -0.07223 -0.50500  0.090
H33 6.78915 -1.35117 -1.31255  0.068
H34 4.49266 -3.63108 -1.49225  0.114
H35 3.68038 -3.27815 -3.90437  0.112
H36 1.94907 -1.35317 -4.19464  0.093
H37 2.60497 -0.06920 -0.43558  0.093

Entry 2:
The following is a quantum chemistry calculation of a molecular structure, C27H37F3NRhSSb, from the OMol25 dataset.

Properties
**E_tot**: -58618.1012 eV
**ΔE to the lowest compared entry with this formula, charge and spin**: 1.3 kcal/mol
**Kohn-Sham gap**: 7.64 eV
**Charge**: +1

Each line ends with the Löwdin charge.
Geometry (Å):
Rh1 0.11262 0.07867 -0.02295  0.826
C1 -4.82502 0.28878 2.68751  -0.067
C2 -4.44069 -0.55398 3.90405  -0.559
C3 -4.63633 0.29693 5.16687  -0.038
C4 -5.36610 -1.77773 3.95898  -0.038
C5 -2.99052 -1.02617 3.83730  -0.151
C6 -2.47428 -1.81900 4.88466  -0.012
C7 -1.18177 -2.29315 4.89240  -0.052
C8 -0.36178 -1.96736 3.81483  -0.437
S1 1.29175 -2.40755 3.50731  1.181
C9 1.24314 -1.52817 2.03899  -0.519
N1 0.09711 -0.94682 1.78975  -0.032
C10 -0.84775 -1.17972 2.77508  -0.266
C11 -2.16011 -0.70935 2.78057  0.047
C12 2.29295 -1.40546 1.03306  -0.228
C13 3.55923 -1.96014 1.16007  -0.024
C14 4.46561 -1.84551 0.11747  -0.055
C15 4.09270 -1.19377 -1.04791  -0.053
C16 2.82488 -0.63076 -1.17672  -0.092
C17 1.92185 -0.70641 -0.13068  -0.192
H1 -5.86646 0.59817 2.77834  0.091
H2 -4.72846 -0.27513 1.75714  0.088
H3 -4.21811 1.19471 2.61669  0.084
H4 -5.66980 0.64184 5.22520  0.091
H5 -3.98410 1.17205 5.15314  0.093
H6 -4.42391 -0.26892 6.07415  0.080
H7 -6.40733 -1.45358 3.99321  0.091
H8 -5.17973 -2.38768 4.84312  0.081
H9 -5.23287 -2.40788 3.07799  0.094
H10 -3.11580 -2.07173 5.71795  0.116
H11 -0.81979 -2.90132 5.71000  0.119
H12 -2.51061 -0.11390 1.94866  0.087
H13 3.83326 -2.48902 2.06526  0.112
H14 5.45200 -2.27851 0.20733  0.115
H15 4.79008 -1.12215 -1.87250  0.114
H16 2.56170 -0.14468 -2.10694  0.058
C18 1.74420 0.83227 -4.56511  -0.138
C19 0.33133 1.29348 -4.22989  -0.536
C20 -0.73355 0.37949 -4.82458  -0.128
Sb1 0.04582 1.57655 -2.12192  1.584
C21 1.10804 3.40223 -1.68292  -0.545
C22 2.48561 3.11325 -1.09307  -0.148
C23 1.19721 4.31727 -2.90040  -0.136
C24 -2.02116 2.12427 -1.95146  -0.555
C25 -2.39557 3.42668 -2.64726  -0.126
C26 -2.35691 2.14224 -0.46355  -0.160
H17 1.88834 0.85641 -5.64747  0.090
H18 1.90828 -0.19797 -4.24065  0.074
H19 2.51391 1.46399 -4.11633  0.064
H20 0.18153 2.31075 -4.60211  0.081
H21 -0.62610 -0.64539 -4.47040  0.067
H22 -0.62973 0.36695 -5.91183  0.090
H23 -1.74613 0.71560 -4.59729  0.068
H24 0.48697 3.88054 -0.91882  0.084
H25 3.13300 2.60979 -1.81458  0.072
H26 2.43836 2.48476 -0.20317  0.058
H27 2.97424 4.05011 -0.81607  0.086
H28 1.81424 3.87431 -3.68501  0.073
H29 1.66495 5.26332 -2.61860  0.088
H30 0.22026 4.54618 -3.32746  0.062
H31 -2.55252 1.28943 -2.41639  0.084
H32 -1.88636 4.28029 -2.19469  0.074
H33 -3.46990 3.60534 -2.56024  0.087
H34 -2.15151 3.41106 -3.71103  0.074
H35 -1.83266 2.94340 0.06380  0.081
H36 -2.12080 1.18633 0.03561  0.020
H37 -3.42870 2.29450 -0.31185  0.093
F1 -0.55867 -2.57401 -0.37530  0.116
C27 -0.73865 -1.38865 -0.96515  -0.682
F2 -2.07354 -1.11539 -0.92497  0.064
F3 -0.41757 -1.55519 -2.25884  0.065

Entry 3:
The following is a quantum chemistry calculation of 8 unconnected molecules or ions with the total composition C27H37F7NO26P in a non-equilibrium geometry, from the OMol25 dataset.

Properties
**E_tot**: -111636.6183 eV
**SMILES string**: CO[C@@H](COCCCN)P(=O)(O)O.O=C1OC[C@@H](F)O1.O=C1OC[C@@H](F)O1.O=C1OC[C@@H](F)O1.O=C1OC[C@@H](F)O1.O=C1OC[C@@H](F)O1.O=C1OC[C@@H](F)O1.O=C1OC[C@@H](F)O1
**Kohn-Sham gap**: 8.90 eV
**Charge**: 0

Each line ends with the Löwdin charge.
Geometry (Å):
C1 1.01010 -1.13288 -0.51987  -0.066
O1 1.11292 -1.63807 -1.86156  -0.214
C2 0.01678 -2.50894 -2.19314  -0.303
C3 -0.84539 -1.74700 -3.26303  -0.169
O2 -2.24438 -1.92974 -3.12660  -0.156
C4 -2.64542 -3.24000 -3.57053  -0.187
C5 -3.74485 -3.87753 -2.65231  -0.152
C6 -3.49439 -3.71733 -1.11528  -0.267
N1 -3.69425 -2.35051 -0.58595  0.000
P1 0.81733 -4.08055 -2.82009  0.624
O3 -0.04034 -5.31678 -2.67343  -0.327
O4 1.44052 -3.92586 -4.36029  -0.137
O5 2.15526 -4.30843 -1.83581  -0.153
H1 -0.02607 -0.97374 -0.15461  0.059
H2 1.50112 -0.13227 -0.52235  0.075
H3 1.62660 -1.77075 0.16080  0.107
H4 -0.56729 -2.76759 -1.28261  0.135
H5 -0.65910 -0.66221 -3.08781  0.142
H6 -0.52100 -1.93127 -4.32000  0.120
H7 -3.12123 -3.09196 -4.57926  0.108
H8 -1.78440 -3.92589 -3.76157  0.102
H9 -3.73594 -4.97340 -2.86311  0.114
H10 -4.77622 -3.53076 -2.88876  0.108
H11 -4.25613 -4.36075 -0.60438  0.102
H12 -2.51013 -4.15003 -0.81289  0.110
H13 -2.78023 -1.90437 -0.60135  0.022
H14 -4.24189 -1.80278 -1.24774  0.065
H15 0.89930 -3.33992 -4.90113  0.051
H16 2.19051 -5.25151 -1.63803  0.068
C7 5.39990 2.25444 0.92004  -0.047
C8 5.00668 0.80835 0.95011  -0.305
O6 3.65474 0.84404 0.52619  0.123
C9 3.54943 1.92489 -0.29212  -0.539
O7 2.64197 2.10916 -1.03615  0.168
O8 4.60828 2.76075 -0.15629  0.080
F1 5.05490 0.31320 2.21229  0.079
H17 5.13558 2.77522 1.84340  0.135
H18 6.46195 2.39691 0.72690  0.145
H19 5.58445 0.16480 0.28227  0.178
C10 -2.60784 -1.54956 4.06188  -0.050
C11 -1.11203 -1.63577 4.14941  -0.309
O9 -0.72655 -1.70540 2.78601  0.143
C12 -1.68476 -1.04108 2.09026  -0.530
O10 -1.55570 -0.66902 0.96713  0.130
O11 -2.79673 -0.84559 2.83403  0.087
F2 -0.71699 -2.77184 4.77582  0.079
H20 -3.07941 -2.53255 3.99316  0.149
H21 -3.04560 -1.00635 4.89768  0.143
H22 -0.63498 -0.77290 4.62143  0.166
C13 -5.84236 -4.15987 -7.84457  -0.059
C14 -4.57233 -3.54879 -7.32742  -0.312
O12 -4.72316 -3.65207 -5.92202  0.101
C15 -5.50627 -4.74580 -5.70975  -0.539
O13 -5.61757 -5.28490 -4.66364  0.186
O14 -6.13111 -5.13997 -6.84927  0.082
F3 -4.48303 -2.23696 -7.66279  0.076
H23 -6.66100 -3.43834 -7.89448  0.148
H24 -5.71822 -4.61995 -8.82368  0.142
H25 -3.66220 -4.06864 -7.63708  0.177
C16 2.30127 2.36570 3.72501  -0.052
C17 1.32735 3.22943 4.46385  -0.304
O15 2.15617 3.92860 5.38157  0.142
C18 3.37512 4.02532 4.78558  -0.547
O16 4.23570 4.76455 5.13463  0.173
O17 3.48536 3.17022 3.73238  0.055
F4 0.43771 2.47694 5.15997  0.072
H26 2.49860 1.42559 4.23696  0.115
H27 1.97742 2.15032 2.70678  0.141
H28 0.79246 3.94403 3.83631  0.147
C19 2.68809 4.70098 -2.64720  -0.070
C20 1.35650 5.35892 -2.44722  -0.313
O18 1.66226 6.73529 -2.57776  0.139
C21 2.73444 6.80507 -3.41678  -0.549
O19 3.09577 7.79530 -3.95843  0.180
O20 3.33111 5.59313 -3.55966  0.078
F5 0.87664 5.12759 -1.19855  0.074
H29 3.26758 4.64173 -1.72470  0.134
H30 2.59949 3.70292 -3.06993  0.134
H31 0.60022 5.08038 -3.18605  0.174
C22 -3.32388 3.36241 0.25748  -0.054
C23 -2.64018 4.39760 -0.58680  -0.315
O21 -1.80780 5.06514 0.34554  0.138
C24 -1.50485 4.14487 1.29838  -0.538
O22 -0.62502 4.25967 2.08633  0.172
O23 -2.32756 3.06958 1.23416  0.081
F6 -3.53023 5.28663 -1.09463  0.077
H32 -4.21649 3.75188 0.75214  0.148
H33 -3.59441 2.47106 -0.30656  0.145
H34 -2.02857 3.98905 -1.39511  0.173
C25 4.42956 0.28951 7.81632  -0.051
C26 4.05810 -1.16469 7.84255  -0.313
O24 2.70831 -1.15093 7.40993  0.148
C27 2.58477 -0.06805 6.59804  -0.530
O25 1.67968 0.11305 5.85196  0.164
O26 3.63220 0.78236 6.73970  0.077
F7 4.11032 -1.66604 9.10080  0.079
H35 4.15551 0.80638 8.73851  0.150
H36 5.48948 0.44887 7.62517  0.144
H37 4.64992 -1.79391 7.17328  0.176